Entry 1:
ORCA calculation (ωB97M-V/def2-TZVPD) on a cluster of 2 separate species, C2H9OS in total.

Structure (XYZ):
```
13
Properties=species:S:1:pos:R:3:nbo_charge:R:1
O -2.282 -0.958 0.198 -0.954
H -2.819 -1.125 -0.591 0.486
H -2.952 -0.487 0.720 0.498
H -0.753 -0.360 -0.915 0.218
C 1.075 -1.030 0.367 -0.719
S 0.539 0.048 -0.994 0.620
C 0.831 1.657 -0.252 -0.735
H 2.092 -0.722 0.587 0.255
H 0.399 -0.835 1.182 0.256
H 1.158 -2.055 0.042 0.274
H 1.871 1.891 -0.421 0.273
H 0.655 1.599 0.818 0.255
H 0.186 2.376 -0.739 0.273
```

Summary:
- E_LUMO (eV) = -3.45
- energy (eV) = -15095.2370
- energy above the lowest of the compared OMol25 structures with the same formula, charge and spin (eV) = 0.280
- spin multiplicity = 1
- orbital gap (eV) = 12.599
- net charge = +1

Entry 2:
ORCA calculation (ωB97M-V/def2-TZVPD) on an isolated molecule of C6H9N.

Structure (XYZ):
```
16
Properties=species:S:1:pos:R:3:nbo_charge:R:1
H 2.330 1.690 1.178 0.327
N 1.373 1.571 0.844 -0.642
C 1.232 0.441 0.267 0.306
C 2.344 -0.555 0.079 -0.679
C -0.075 0.244 -0.450 -0.341
C -1.080 1.308 -0.115 -0.147
C -1.493 0.094 0.031 0.056
C -2.604 -0.877 -0.048 -0.650
H 3.303 -0.125 0.388 0.212
H 2.159 -1.454 0.676 0.228
H 2.427 -0.867 -0.969 0.223
H 0.090 -0.117 -1.476 0.175
H -1.077 2.363 0.093 0.248
H -3.547 -0.335 -0.168 0.230
H -2.675 -1.551 0.808 0.230
H -2.443 -1.483 -0.950 0.224
```

Summary:
- E_LUMO (eV) = 0.99
- energy (eV) = -7854.8862
- energy above the lowest of the compared OMol25 structures with the same formula, charge and spin (eV) = 3.273
- structure (SMILES) = [H]/N=C(\C)[C@@H]1C=C1C
- spin multiplicity = 1
- orbital gap (eV) = 9.571

Entry 3:
ORCA calculation (ωB97M-V/def2-TZVPD) on a structure of composition C21H34Cl16FNO5Si2.

Structure (XYZ):
```
80
Properties=species:S:1:pos:R:3:mulliken_charge:R:1
C -0.102 0.587 -5.939 -0.642
C -1.434 1.129 -5.463 -0.142
Si -2.182 0.208 -3.899 0.636
C -3.664 1.287 -3.308 -0.456
C -3.964 1.239 -1.697 -0.266
C -3.229 2.423 -0.824 0.741
C -2.087 1.789 0.194 -0.757
O -2.673 -1.400 -4.520 -0.322
Si -3.083 -2.478 -3.193 0.575
F -4.856 -2.284 -2.930 -0.372
O -2.833 -4.187 -3.518 -0.223
N -1.598 -4.447 -3.980 0.288
O -1.468 -4.150 -5.156 -0.292
O -2.276 -1.866 -1.756 0.009
C -1.567 -2.922 -1.017 0.219
O -2.245 -3.838 -0.318 -0.491
C 0.079 -2.958 -0.992 0.693
C 0.862 -2.856 0.480 -0.675
C 2.527 -2.910 0.610 -0.104
C 3.458 -3.091 -0.743 0.014
C 2.729 -3.169 -2.223 -0.623
C 1.060 -3.088 -2.307 -0.049
H 0.450 1.041 -6.884 0.236
H 0.395 -0.342 -5.398 0.113
H -1.977 2.052 -5.976 0.259
H -1.069 0.123 -2.942 -0.137
H -3.384 2.415 -3.564 0.055
H -4.659 0.987 -3.869 0.356
H -5.136 1.423 -1.572 0.281
H -3.746 0.212 -1.179 0.004
H -4.063 2.903 -0.119 -0.028
H -2.805 3.286 -1.520 -0.440
H -1.741 2.580 1.001 0.046
H -1.179 1.412 -0.445 0.220
H -2.527 0.830 0.750 0.256
H 0.282 -2.723 1.511 0.261
H 3.093 -2.826 1.641 -0.142
H 4.646 -3.167 -0.714 0.518
H 3.355 -3.294 -3.231 0.267
H 0.614 -3.132 -3.391 0.121
C -4.950 5.934 0.709 -0.512
Cl -4.773 4.697 1.960 -0.031
Cl -3.636 5.840 -0.469 -0.092
H -5.902 5.786 0.194 0.276
H -4.935 6.920 1.180 0.364
C 6.136 -2.841 1.897 0.248
Cl 5.009 -1.980 2.952 -0.202
Cl 5.272 -3.825 0.711 -0.195
H 6.758 -2.113 1.371 0.345
H 6.767 -3.492 2.508 -0.203
C 9.385 -5.137 1.670 0.470
Cl 8.725 -4.543 3.199 -0.198
Cl 8.503 -4.465 0.293 -0.145
H 10.435 -4.843 1.597 -0.430
H 9.304 -6.226 1.647 0.297
C -3.255 6.706 -3.987 -0.268
Cl -4.422 6.209 -5.219 -0.165
Cl -2.480 5.303 -3.243 -0.136
H -2.489 7.330 -4.454 0.305
H -3.776 7.277 -3.214 0.223
C -0.415 2.679 3.706 -0.479
Cl -2.045 3.264 3.347 -0.011
Cl 0.013 2.984 5.394 -0.172
H -0.374 1.604 3.518 0.294
H 0.298 3.195 3.059 0.402
C -6.363 2.175 4.795 -0.208
Cl -7.740 3.281 4.724 -0.184
Cl -4.885 2.961 4.228 -0.043
H -6.220 1.852 5.829 0.099
H -6.570 1.308 4.163 0.310
C 13.058 -3.151 2.512 -0.243
Cl 11.931 -2.290 3.567 -0.131
Cl 12.193 -4.135 1.325 -0.156
H 13.679 -2.423 1.985 0.286
H 13.689 -3.802 3.122 0.266
C -3.437 0.242 6.374 -0.016
Cl -4.564 1.103 7.429 -0.165
Cl -4.302 -0.742 5.187 -0.139
H -2.816 0.970 5.847 0.001
H -2.806 -0.409 6.984 0.330
```

Summary:
- E_LUMO (eV) = -0.80
- energy (eV) = -252874.5377
- energy above the lowest of the compared OMol25 structures with the same formula, charge and spin (eV) = 16.586
- spin multiplicity = 1
- orbital gap (eV) = 7.916

Entry 4:
ORCA calculation (ωB97M-V/def2-TZVPD) on a structure of composition C25H23AlClO2P.

Structure (XYZ):
```
53
Properties=species:S:1:pos:R:3:nbo_charge:R:1
C -1.093 -1.345 1.256 -0.382
C -0.992 -1.890 -0.055 -0.393
C 0.403 -2.085 -0.343 -0.429
H -1.806 -2.081 -0.732 0.258
C 1.142 -1.716 0.810 -0.302
C 0.239 -1.202 1.774 -0.316
H 0.503 -0.784 2.730 0.270
H -1.996 -1.042 1.754 0.261
H 0.811 -2.456 -1.267 0.264
H 2.215 -1.672 0.875 0.267
Al 0.000 0.000 0.000 1.771
Cl 1.849 1.261 -0.432 -0.535
P 0.116 0.348 -3.812 0.821
C 1.221 -0.715 -4.830 -0.245
C 0.802 -1.428 -5.950 -0.241
H -0.231 -1.376 -6.265 0.223
C 1.702 -2.204 -6.667 -0.211
H 1.362 -2.755 -7.534 0.215
C 3.033 -2.271 -6.280 -0.209
H 3.733 -2.875 -6.841 0.215
C 3.460 -1.562 -5.164 -0.200
H 4.494 -1.614 -4.852 0.216
C 2.558 -0.799 -4.439 -0.229
H 2.893 -0.260 -3.561 0.229
C -1.538 -0.084 -4.491 -0.347
C -2.172 -1.207 -3.957 -0.220
H -1.687 -1.768 -3.167 0.205
C -3.411 -1.611 -4.428 -0.199
H -3.887 -2.486 -4.007 0.213
C -4.047 -0.884 -5.426 -0.210
H -5.019 -1.192 -5.787 0.216
C -3.431 0.242 -5.953 -0.222
H -3.922 0.814 -6.730 0.216
C -2.183 0.638 -5.493 -0.155
H -1.707 1.512 -5.916 0.217
C 0.402 2.002 -4.565 -0.240
C 1.103 2.209 -5.751 -0.239
H 1.517 1.364 -6.283 0.222
C 1.271 3.492 -6.254 -0.213
H 1.819 3.638 -7.176 0.215
C 0.734 4.582 -5.585 -0.192
H 0.865 5.581 -5.980 0.214
C 0.034 4.386 -4.402 -0.212
H -0.382 5.232 -3.870 0.217
C -0.121 3.107 -3.890 -0.223
H -0.656 2.960 -2.960 0.216
C -0.168 2.553 3.469 -0.715
C 0.438 1.693 2.413 0.786
O 1.735 1.480 2.429 -0.668
O -0.346 1.136 1.498 -0.911
H 0.038 2.117 4.468 0.239
H -1.267 2.625 3.326 0.217
H 0.270 3.572 3.415 0.247
```

Summary:
- E_LUMO (eV) = -0.66
- energy (eV) = -58803.2911
- energy above the lowest of the compared OMol25 structures with the same formula, charge and spin (eV) = 1.256
- spin multiplicity = 1
- orbital gap (eV) = 7.704

Entry 5:
ORCA calculation (ωB97M-V/def2-TZVPD) on a cluster of 4 separate species, C11H25FNO15P2S3 in total.

Structure (XYZ):
```
58
Properties=species:S:1:pos:R:3:nbo_charge:R:1
C -2.690 -1.903 2.485 -0.979
P -2.381 -3.366 1.368 1.029
O -1.573 -4.476 2.342 -0.962
C -1.334 -2.613 0.030 -0.248
O -1.239 -3.433 -1.101 -0.799
P -0.073 -2.697 -2.178 1.151
C -1.377 -1.571 -3.056 -0.786
C -2.722 -2.195 -3.184 0.174
N -3.744 -1.924 -2.473 -0.676
O 0.378 -1.428 -0.968 -0.804
C 0.077 -1.998 0.255 0.448
F 1.061 -2.817 0.742 -0.365
H -2.656 -1.002 1.868 0.230
H -3.707 -2.030 2.860 0.219
H -1.976 -1.855 3.312 0.219
H -2.211 -4.647 3.045 0.473
H -1.916 -1.695 -0.185 0.179
H 0.946 -2.105 -3.045 -0.181
H -0.266 -3.683 -3.233 -0.172
H 0.962 -3.552 -1.658 -0.143
H -1.440 -0.604 -2.559 0.210
H -1.016 -1.422 -4.075 0.222
H -2.890 -2.949 -3.957 0.151
H -3.478 -1.200 -1.801 0.301
H -0.078 -1.147 0.945 0.107
C 2.870 -4.345 5.341 -0.097
C 1.690 -4.093 6.256 -0.099
O 0.574 -3.964 5.378 -0.693
S 0.784 -4.909 4.083 2.539
O 0.093 -6.131 4.305 -0.910
O 0.599 -4.128 2.930 -0.832
O 2.359 -5.193 4.314 -0.688
H 3.223 -3.420 4.880 0.192
H 3.695 -4.834 5.854 0.200
H 1.805 -3.192 6.853 0.203
H 1.511 -4.947 6.916 0.183
C 1.598 2.457 -3.426 -0.093
C 0.545 2.752 -2.383 -0.130
O -0.649 3.010 -3.151 -0.697
S -0.635 2.112 -4.475 2.551
O -1.395 0.942 -4.244 -0.883
O -0.862 2.962 -5.594 -0.919
O 0.913 1.706 -4.434 -0.685
H 1.977 3.376 -3.882 0.175
H 2.428 1.880 -3.029 0.218
H 0.798 3.614 -1.766 0.237
H 0.363 1.881 -1.748 0.212
C 1.738 8.208 -0.559 -0.099
C 0.258 8.084 -0.851 -0.101
O 0.035 6.672 -0.943 -0.679
S 1.019 5.904 0.054 2.554
O 0.332 5.608 1.256 -0.884
O 1.698 4.899 -0.687 -0.907
O 2.023 7.121 0.331 -0.685
H 2.336 8.077 -1.463 0.194
H 1.994 9.154 -0.090 0.211
H -0.031 8.573 -1.776 0.216
H -0.347 8.473 -0.029 0.194
```

Summary:
- E_LUMO (eV) = 1.54
- energy (eV) = -97811.1852
- spin multiplicity = 1
- orbital gap (eV) = 5.358
- net charge = -1

Entry 6:
ORCA calculation (ωB97M-V/def2-TZVPD) on a structure of composition C16H22N4O2S.

Structure (XYZ):
```
45
Properties=species:S:1:pos:R:3:nbo_charge:R:1
C 0.045 0.873 -4.641 -0.617
C 0.660 0.151 -3.450 -0.372
C 0.617 0.954 -2.130 -0.251
C 1.394 2.275 -2.232 -0.586
C -0.782 1.237 -1.779 0.296
N -1.870 1.444 -1.473 -0.333
C 1.298 0.087 -1.047 0.703
O 2.470 -0.205 -1.182 -0.625
N 0.536 -0.309 -0.004 -0.607
C 1.065 -1.112 1.088 -0.271
C 0.845 -0.423 2.402 -0.197
C 0.164 -0.885 3.445 -0.168
C -0.549 -2.201 3.559 -0.279
N -1.928 -2.022 3.986 -0.603
C -2.334 -2.302 5.249 0.688
O -1.584 -2.718 6.113 -0.626
C -3.794 -2.021 5.551 -0.519
C -4.453 -3.123 6.323 -0.214
C -5.757 -3.516 6.222 -0.312
C -6.053 -4.559 7.140 0.190
C -7.387 -5.226 7.282 -0.641
N -5.046 -4.935 7.893 -0.619
S -3.701 -4.066 7.531 0.699
H 0.041 0.217 -5.511 0.223
H -0.988 1.165 -4.442 0.214
H 0.607 1.767 -4.908 0.208
H 0.147 -0.800 -3.288 0.212
H 1.710 -0.079 -3.632 0.234
H 1.393 2.799 -1.277 0.223
H 2.423 2.049 -2.506 0.239
H 0.950 2.927 -2.981 0.221
H -0.418 0.008 0.055 0.415
H 0.619 -2.106 1.066 0.196
H 2.131 -1.230 0.894 0.250
H 1.301 0.559 2.479 0.210
H 0.098 -0.265 4.334 0.211
H -0.535 -2.760 2.624 0.199
H -0.073 -2.817 4.322 0.252
H -2.594 -1.648 3.333 0.397
H -3.804 -1.102 6.145 0.252
H -4.367 -1.825 4.643 0.219
H -6.471 -3.087 5.532 0.219
H -8.124 -4.773 6.621 0.212
H -7.309 -6.286 7.040 0.230
H -7.744 -5.147 8.309 0.231
```

Summary:
- E_LUMO (eV) = 0.45
- energy (eV) = -37840.1888
- energy above the lowest of the compared OMol25 structures with the same formula, charge and spin (eV) = 1.105
- spin multiplicity = 1
- orbital gap (eV) = 9.482